20
Properties=species:S:1:pos:R:3:forces:R:3 method="wB97M-V/def2-TZVPD" e_homo_ev=-14.39 smiles=OB(O)[C@@H]1[NH2+]C[C@@H]2C[C@@H]21 total_energy_ha=-427.0013 homo_lumo_gap_ev=11.27 total_charge=+1 relative_energy_kj_mol=109.5
B -1.1331 -0.6547 -1.6974 -0.228 1.732 0.183
C -0.4269 1.1600 1.1681 -1.638 4.113 0.864
C 1.4501 -0.2722 1.0359 -0.055 1.144 0.514
C 0.1071 -0.2332 -0.8412 3.158 1.077 -3.639
C 1.0013 1.1450 0.8435 -0.526 0.358 -0.111
C -0.0474 1.1499 -0.2597 0.315 -0.972 0.087
N 0.3981 -1.0744 0.3149 3.975 -1.123 -1.730
O -1.8600 -1.5480 -1.0718 -2.397 -2.520 0.966
O -1.6065 0.1872 -2.6254 -0.133 0.335 -1.838
H -0.9081 0.3754 1.6642 -0.625 -1.132 0.748
H -0.8320 2.1627 1.5341 0.514 -1.520 -0.621
H 2.4059 -0.3959 0.5993 0.890 -0.840 -0.472
H 1.4615 -0.3610 2.1104 0.073 -1.121 0.252
H 1.1941 -0.1341 -1.5107 -3.077 -0.696 1.722
H 1.6672 1.9269 1.1580 0.090 0.234 -0.154
H -0.4539 1.8583 -0.9600 0.645 0.637 0.103
H 0.7644 -1.9995 -0.0137 -0.442 0.867 0.627
H -0.3955 -1.2168 0.8435 -2.245 -0.574 1.462
H -2.8115 -1.6064 -1.3143 0.965 -0.139 0.117
H -2.3163 -0.0496 -3.2648 0.742 0.141 0.921

---

240
Properties=species:S:1:pos:R:3:forces:R:3 method="wB97M-V/def2-TZVPD" e_homo_ev="-9.88 / -9.88" total_energy_ha=-4427.2810 homo_lumo_gap_ev="7.20 / 2.54" total_charge=+1 spin_multiplicity=2 relative_energy_kj_mol=686.9
C -0.5320 26.0701 2.6899 1.796 -0.863 0.134
O -0.1555 27.0529 3.6787 -0.017 -0.804 -1.235
C -0.6195 26.7213 4.9466 -1.370 -0.844 1.742
C -0.4286 27.7988 6.0354 0.091 1.265 -0.296
N -0.4866 29.1233 5.4471 -0.913 -0.084 -2.370
C 0.5296 30.0859 5.6546 1.543 0.528 0.571
C 0.4881 31.2172 4.6094 0.395 0.070 0.663
O 0.9120 30.9060 3.2564 0.093 0.819 2.626
C -0.0863 30.3200 2.5356 -0.923 -0.734 -1.758
H -0.2867 25.0412 2.9531 -0.077 -0.244 1.281
H 0.2183 26.0979 1.8997 -0.459 1.059 -0.457
H -1.5508 25.9535 2.3203 -0.276 1.141 0.230
H -0.1938 25.8285 5.4047 0.718 -0.388 -0.514
H -1.6583 26.4097 4.8370 -0.511 0.488 0.193
H 0.5313 27.6962 6.5415 0.120 -0.441 0.199
H -1.2484 27.8410 6.7525 0.157 -1.052 0.262
H -0.2771 28.9441 4.4755 -0.844 -0.296 -0.181
H 1.5116 29.6160 5.5988 0.578 -0.101 -0.065
H 0.4944 30.4986 6.6629 -0.204 0.435 0.044
H 1.1526 32.0004 4.9744 0.135 -0.024 -0.209
H -0.5230 31.6213 4.6597 -0.224 0.101 -0.567
H -0.4021 29.3448 2.9062 0.303 -0.233 -0.455
H 0.3057 30.2736 1.5196 -0.083 -0.514 -0.113
H -1.0238 30.8670 2.4354 -0.109 0.706 0.374
C -9.0498 22.1416 0.0842 -0.135 -0.312 0.558
O -9.3407 23.5190 -0.0598 -0.687 0.036 -0.484
C -10.5668 23.8842 0.6434 1.358 0.326 -0.147
C -10.6202 25.4347 0.6890 0.523 -0.745 0.740
N -10.6307 26.0966 -0.6080 0.238 0.044 -0.731
C -10.7510 27.5450 -0.6495 -1.752 0.319 -0.117
C -9.5592 28.2967 -0.1190 -0.623 -1.091 0.176
O -9.5640 29.6285 -0.5424 0.163 0.650 -0.065
C -8.7498 30.4515 0.3048 -0.916 -0.701 1.013
H -8.2082 21.7778 -0.5052 0.074 0.713 -0.224
H -9.8817 21.4885 -0.1793 -0.381 0.123 -0.121
H -8.8033 21.9318 1.1251 0.037 -0.082 0.243
H -10.4119 23.5027 1.6526 -0.267 0.256 0.412
H -11.4316 23.3436 0.2587 -0.098 0.291 -0.540
H -9.7634 25.6759 1.3182 0.700 0.214 -0.201
H -11.3989 25.7654 1.3763 -0.754 -0.030 -0.608
H -9.7522 25.9343 -1.0792 0.143 -0.852 0.045
H -11.6967 27.7614 -0.1525 0.152 0.415 0.650
H -10.9888 27.9559 -1.6306 0.294 -0.603 -0.645
H -8.7004 27.7314 -0.4811 0.684 0.186 -0.095
H -9.6419 28.0714 0.9442 0.636 1.008 0.579
H -9.2094 30.3361 1.2864 0.643 -0.143 0.406
H -8.8252 31.5309 0.1729 -0.019 -0.207 -1.117
H -7.7233 30.0850 0.3014 0.109 0.225 0.084
C -11.6681 21.5731 -4.3455 -0.017 -0.068 -0.039
O -11.3785 20.8447 -5.5153 -0.145 -0.575 -0.119
C -12.0408 19.5487 -5.3716 0.887 0.643 -0.817
C -11.6072 18.6462 -6.6094 0.608 1.286 2.106
N -10.1674 18.3310 -6.4929 -0.967 0.739 -0.618
C -9.6198 17.6359 -7.6530 1.191 0.590 0.759
C -8.0892 17.3870 -7.5170 -0.931 0.441 -2.295
O -7.3279 18.5974 -7.4290 -0.152 -0.461 1.776
C -7.2130 19.4522 -8.5327 0.510 -0.576 -0.382
H -11.2322 21.0430 -3.4987 -0.209 -0.028 0.437
H -12.7520 21.6495 -4.2598 -0.193 0.084 0.456
H -11.2544 22.5811 -4.3154 0.185 -0.075 -0.563
H -13.1025 19.7810 -5.2887 -0.392 -0.394 -0.631
H -11.8029 19.2194 -4.3601 0.469 -0.836 -0.096
H -11.7984 19.3531 -7.4169 0.066 -0.535 -0.538
H -12.1722 17.7156 -6.6622 -0.575 0.186 -0.176
H -10.0482 17.9121 -5.5816 0.364 -0.666 -0.308
H -9.6858 18.2855 -8.5258 -0.353 0.342 0.040
H -10.1243 16.7258 -7.9776 -0.109 -0.484 0.361
H -7.8106 16.9522 -8.4769 0.017 -0.368 -0.332
H -7.8417 16.5853 -6.8211 0.343 0.833 0.759
H -8.1408 19.7671 -9.0103 -0.261 0.114 0.338
H -6.6020 18.9993 -9.3135 0.026 -0.372 -0.296
H -6.6131 20.3026 -8.2084 -0.365 0.182 0.199
C -4.9850 25.8254 1.5678 0.036 1.361 0.994
O -5.1654 26.9734 2.4417 -0.035 0.256 -0.639
C -6.0906 27.9360 1.9240 0.701 1.419 1.348
C -5.9862 29.3748 2.6572 1.029 -1.498 -0.709
N -7.1479 29.7742 3.4139 -0.556 0.477 0.697
C -7.2536 29.1639 4.7352 0.343 -1.553 0.984
C -8.5782 29.3089 5.4995 -0.268 -1.578 -1.782
O -9.5593 28.4600 4.7801 0.891 0.879 0.500
C -10.3032 29.1615 3.8262 -0.517 0.644 0.295
H -5.8170 25.1377 1.7189 0.205 -0.303 -0.123
H -4.0084 25.4310 1.8486 -0.343 -0.416 0.017
H -4.9232 26.1437 0.5271 -0.101 0.053 -0.201
H -7.1052 27.5677 2.0758 -0.244 0.050 -0.461
H -5.8114 28.1741 0.8976 -0.404 -0.463 -0.379
H -5.7347 30.1319 1.9145 -0.763 0.044 -0.424
H -5.0446 29.4270 3.2037 0.168 -0.640 0.732
H -6.9979 30.7422 3.6599 -0.222 0.504 -0.541
H -6.4295 29.4596 5.3843 0.258 0.389 0.235
H -7.1195 28.0844 4.6667 0.048 -0.134 -0.391
H -8.8034 30.3699 5.6071 -0.815 -0.025 -0.048
H -8.5954 28.7843 6.4548 0.708 0.506 0.162
H -10.9455 28.4843 3.2632 0.147 -0.210 0.059
H -9.6908 29.7486 3.1418 0.130 -0.143 -0.012
H -10.9477 29.8420 4.3827 -0.371 0.339 -0.253
C -10.2160 25.0017 -5.9303 -0.330 -1.154 1.135
O -9.6166 24.5010 -4.7233 1.482 1.001 0.255
C -8.5609 25.3470 -4.1814 -1.652 -0.530 -0.370
C -7.3418 25.5567 -5.1311 -2.513 0.612 0.907
N -7.6079 26.7666 -5.9761 2.311 -3.300 0.403
C -6.8117 26.8655 -7.1646 -0.086 0.958 -0.879
C -7.1057 25.8060 -8.2840 -1.358 1.753 -0.111
O -6.5437 26.3476 -9.4799 0.610 -0.758 1.685
C -6.6140 25.4472 -10.5548 -1.023 -0.323 -1.144
H -10.2376 26.0911 -5.9592 0.412 0.084 -0.399
H -11.2615 24.6978 -5.8775 -0.064 -0.021 -0.053
H -9.7771 24.4148 -6.7371 0.122 0.739 -0.552
H -8.3045 24.9233 -3.2104 0.305 -0.254 -0.266
H -9.0608 26.2896 -3.9584 0.264 0.515 0.071
H -7.2127 24.5932 -5.6243 0.326 0.493 -0.813
H -6.4739 25.7534 -4.5017 0.332 0.319 -0.043
H -7.9867 27.5560 -5.4727 -0.216 0.405 -0.155
H -5.7512 26.8067 -6.9193 0.286 -0.368 0.565
H -6.9044 27.8789 -7.5551 -0.345 -0.168 -0.359
H -8.1862 25.8682 -8.4134 -0.366 -0.257 -0.031
H -6.9224 24.7784 -7.9702 0.905 -0.024 -0.349
H -5.8211 24.7049 -10.6463 0.351 0.278 0.351
H -6.7026 26.0318 -11.4706 0.475 0.090 0.062
H -7.5543 24.8962 -10.5386 -0.211 -0.189 0.241
C -1.5067 28.0452 -0.0838 -0.959 0.186 0.648
O -2.3682 28.0856 -1.1864 -0.338 -0.892 -2.071
C -1.8145 27.3825 -2.3621 -0.230 3.205 0.690
C -2.7325 27.5152 -3.6141 -1.244 -2.745 0.885
N -2.3591 26.4179 -4.4939 1.751 -0.481 0.009
C -3.3477 25.8941 -5.3669 1.007 0.785 -0.964
C -2.9068 24.5918 -6.0704 -0.219 1.055 0.687
O -3.2244 23.5578 -5.1514 0.151 -0.441 -0.575
C -3.2458 22.2265 -5.6605 0.367 0.299 -0.795
H -2.1597 28.2991 0.7512 0.136 0.106 0.271
H -0.7332 28.8122 -0.1239 0.413 -0.280 -0.190
H -1.1607 27.0327 0.1241 0.516 0.001 -0.219
H -1.5302 26.3857 -2.0249 -0.280 -0.318 -0.620
H -0.9211 27.9561 -2.6089 0.555 -0.359 -0.030
H -2.9622 28.4168 -4.1820 1.312 0.564 0.306
H -3.7484 27.2468 -3.3243 -0.643 0.072 0.914
H -1.9708 25.6264 -4.0011 0.195 0.230 0.525
H -3.4504 26.6934 -6.1008 -0.629 -0.081 -0.543
H -4.2827 25.7679 -4.8210 -0.669 -0.431 -0.063
H -1.8554 24.5787 -6.3574 0.403 0.174 0.570
H -3.3589 24.6549 -7.0602 -1.000 -1.085 -0.080
H -4.0559 22.1498 -6.3856 -0.704 -0.446 0.479
H -3.2137 21.5137 -4.8365 -0.681 0.229 0.034
H -2.4115 21.9212 -6.2920 0.788 0.591 0.124
C 1.9933 21.6519 1.3135 2.116 -0.341 -0.194
O 2.1374 22.6943 0.3555 -0.713 1.097 0.322
C 1.5650 23.9660 0.7015 0.142 0.128 -1.734
C 1.7337 25.0694 -0.4165 0.341 -0.517 -0.068
N 0.9823 24.9016 -1.6925 -0.484 -0.599 1.494
C 1.2734 23.5810 -2.2703 -0.690 1.133 -0.022
C 0.8261 23.6417 -3.7013 0.674 -1.273 -1.921
O 1.7319 24.2525 -4.6276 0.612 0.848 -0.397
C 2.0070 25.6378 -4.5976 0.281 0.466 0.472
H 2.9801 21.4387 1.7244 0.483 0.396 0.274
H 1.8876 20.7299 0.7418 -1.210 -0.018 0.248
H 1.4202 21.8279 2.2238 -0.890 0.064 -0.607
H 1.9779 24.3714 1.6252 0.213 -0.067 0.103
H 0.4844 23.8805 0.8159 -0.268 -0.278 0.250
H 2.7594 25.2210 -0.7529 0.572 -0.278 0.772
H 1.4466 25.9708 0.1250 -0.231 0.272 -0.359
H 1.3538 25.5443 -2.3774 -0.073 0.445 0.482
H 0.7431 22.8121 -1.7084 0.041 -0.020 -0.242
H 2.3434 23.3858 -2.1981 0.175 -0.389 -0.263
H -0.1807 23.9737 -3.9549 -0.308 0.486 0.816
H 0.8625 22.6465 -4.1444 -0.215 -0.439 0.454
H 2.5320 25.9425 -3.6923 0.038 -0.042 0.368
H 1.1616 26.3139 -4.7252 -0.626 -0.285 0.107
H 2.7099 25.9634 -5.3644 -0.025 -0.810 -0.421
C -9.0829 17.9361 -3.3844 0.554 -0.731 1.280
O -9.9304 16.7986 -3.6645 1.147 -0.165 0.170
C -9.0762 15.6223 -3.7869 -0.341 -1.024 -1.288
C -9.8770 14.2921 -3.7356 0.562 0.255 0.649
N -10.9360 14.2680 -4.7230 0.865 -0.008 -0.181
C -11.7450 13.0220 -4.8754 0.381 0.784 1.498
C -12.3068 12.6741 -3.5001 -1.867 -1.122 -0.524
O -13.4020 11.6786 -3.6190 3.067 1.111 -1.222
C -14.4824 11.8780 -2.8364 -2.138 0.360 1.319
H -8.5955 17.7437 -2.4287 0.400 -0.303 0.154
H -9.5515 18.8876 -3.1331 -0.863 -0.226 -0.898
H -8.2805 18.0591 -4.1118 -0.280 0.089 -0.370
H -8.2603 15.5482 -3.0678 -0.267 0.475 0.556
H -8.5756 15.6054 -4.7550 -0.005 0.566 -0.362
H -10.1519 14.2499 -2.6817 -0.884 -0.256 0.315
H -9.2621 13.3997 -3.8527 0.629 0.276 -0.264
H -11.3853 15.1288 -4.4453 -1.493 -0.251 -0.758
H -11.1576 12.1601 -5.1919 0.398 0.414 -0.462
H -12.5426 13.2061 -5.5952 0.032 -0.045 0.130
H -12.6756 13.6290 -3.1257 -0.319 -0.182 0.546
H -11.5932 12.2156 -2.8156 0.274 0.348 -0.071
H -15.3590 12.1224 -3.4363 -0.296 -0.274 -0.216
H -14.4508 12.7071 -2.1294 0.617 0.254 0.134
H -14.6925 10.9994 -2.2265 -0.131 -0.219 -0.056
C 5.5557 19.2480 -6.7153 -0.202 -0.131 0.391
O 4.2056 19.6204 -6.5055 -0.386 -0.430 -0.352
C 3.6242 18.9409 -5.3933 -0.638 -0.073 -0.443
C 2.0683 19.2086 -5.4540 0.525 -0.302 2.380
N 1.3365 18.8069 -4.2030 0.280 -0.859 0.388
C -0.0847 19.1366 -4.1674 0.606 0.018 -1.074
C -0.6924 19.1885 -2.7875 -0.333 -0.078 -0.786
O -0.0061 20.0967 -2.0234 0.834 0.872 1.079
C -0.6281 20.4269 -0.8009 0.370 0.467 0.115
H 5.6807 18.2054 -7.0077 -0.298 -0.344 0.147
H 6.0598 19.4003 -5.7610 0.626 0.088 -0.116
H 6.0076 19.8082 -7.5339 -0.262 0.442 0.294
H 4.1559 19.2491 -4.4930 -0.511 0.693 0.498
H 3.8629 17.8774 -5.3858 -0.305 -0.383 -0.589
H 1.5873 18.6036 -6.2226 0.321 0.470 -0.410
H 1.9611 20.2892 -5.5484 -0.166 0.135 -0.773
H 1.6766 19.2063 -3.3399 0.843 0.224 -0.246
H -0.6787 18.4376 -4.7560 0.015 -0.184 -0.169
H -0.1598 20.1086 -4.6551 -0.667 0.522 0.019
H -0.7115 18.2101 -2.3075 -0.179 -0.263 -0.008
H -1.6864 19.6228 -2.8947 -0.664 -0.597 -0.186
H -0.1178 21.3474 -0.5171 -0.159 -0.146 0.529
H -0.5564 19.6637 -0.0261 0.511 -0.229 0.007
H -1.6999 20.6203 -0.8459 -0.272 0.159 -0.652
C -2.3716 23.9209 -0.1362 -1.941 -0.948 -1.200
O -3.7189 23.3878 0.0587 -0.031 -0.092 1.763
C -4.5705 23.4106 -1.0703 0.532 1.949 0.250
C -4.4961 22.1826 -1.9017 -2.492 0.491 0.126
N -5.4762 21.1166 -1.5068 3.166 -0.050 0.603
C -5.2703 19.9598 -2.3784 -2.007 0.158 0.405
C -6.2086 20.0381 -3.6289 1.100 1.020 1.456
O -7.3911 20.8300 -3.2608 2.035 -1.764 0.317
C -7.9516 21.4733 -4.3272 -1.919 0.533 -1.342
H -2.0035 23.2900 -0.9452 0.812 0.561 -0.285
H -1.7086 23.7940 0.7196 -0.636 -0.083 0.258
H -2.4961 24.9665 -0.4180 0.477 0.126 -0.102
H -4.3158 24.3317 -1.5945 0.824 -0.051 -1.063
H -5.5960 23.7448 -0.9130 -0.461 -0.759 1.365
H -3.4315 21.9597 -1.8308 -0.252 -1.069 -0.782
H -4.9485 22.4950 -2.8429 1.309 0.249 -1.039
H -6.4356 21.4023 -1.6409 0.213 0.479 -0.089
H -5.5434 19.1393 -1.7148 0.082 -0.626 -0.566
H -4.2749 19.7975 -2.7918 0.240 0.264 0.534
H -6.2521 18.9890 -3.9218 -1.294 0.137 -0.548
H -5.6477 20.5997 -4.3759 -0.280 0.030 -0.365
H -8.3683 20.7370 -5.0145 -0.362 0.163 -0.299
H -7.3910 22.1850 -4.9333 1.426 -0.201 0.009
H -8.7192 22.1671 -3.9845 -0.503 -0.521 0.400